C14H33O7P2SSi | ωB97M-V/def2-TZVPD

Summary:
HOMO energy ... -3.699 eV
Lowest unoccupied orbital energy ... 2.7 eV
Gap between HOMO and LUMO ... 6.37 eV
Net charge ... -1

Cartesian coordinates (Å):
H (1.6243, 1.0967, -1.5296)
H (1.7640, -4.1553, 1.2320)
C (-2.5048, -2.5031, 0.8101)
H (-4.8112, -0.6013, 2.2718)
H (0.3925, 6.3135, -1.4913)
C (-3.4386, -2.2021, 2.8790)
H (0.6798, -2.9242, 0.5511)
H (3.9141, -2.8325, -2.6150)
H (-0.5392, -0.9107, -0.0326)
H (-4.4559, -1.9305, 0.2099)
O (2.5616, -1.1784, -0.8549)
C (0.2632, 5.5695, -0.7082)
C (1.0253, 5.9117, 0.5706)
S (1.1239, -0.3341, -4.1343)
H (-2.0655, -0.1652, -1.2319)
Si (2.9715, -2.6600, -0.3476)
H (4.5765, -4.1244, -1.5824)
O (0.3172, 5.2467, 1.6260)
H (2.9299, -4.2321, -2.2311)
H (-3.1045, -0.1535, 2.2932)
O (-1.7504, 4.4680, 1.9876)
H (-4.2851, -2.8833, 2.9962)
O (-1.5223, -1.4331, -3.4224)
H (2.7842, 0.2081, 0.6521)
C (-1.3562, 1.3389, 0.5548)
H (-1.7639, 4.6965, -0.7152)
H (2.0514, 5.5533, 0.5798)
H (-1.3915, -2.2759, -3.8806)
O (-2.4268, -2.8745, 2.1106)
C (-3.5758, -1.4467, 0.6382)
C (1.1367, 0.7582, -0.6113)
C (1.5096, -3.5941, 0.3282)
C (-1.1683, 5.4352, -0.1862)
H (-0.7710, 1.1855, 1.4662)
C (1.9828, -0.2705, 0.0735)
H (-1.3021, 2.3973, 0.2979)
H (-3.2234, -0.6830, -0.0526)
H (-3.0215, -1.9861, 3.8592)
H (3.8928, -2.2662, 1.9618)
H (1.3528, -0.8206, 0.7891)
C (4.2818, -2.5680, 0.9863)
P (-0.6993, 0.2936, -0.9026)
O (-1.7781, -2.9595, -0.0259)
H (-0.8441, 1.3871, -1.8701)
H (1.0838, 1.6176, 0.0674)
P (-0.0946, -1.0193, -2.7574)
C (-3.8039, -0.9587, 2.0695)
H (5.1050, -1.9041, 0.7189)
H (-1.7056, 6.3854, -0.1749)
C (-0.9687, 4.9937, 1.2552)
H (1.1569, -4.2947, -0.4292)
H (4.6902, -3.5777, 1.1015)
O (0.3886, -2.4820, -2.2890)
H (-0.1039, -2.7646, -1.4947)
C (3.6811, -3.5511, -1.8266)
H (0.6026, 4.6074, -1.0916)
H (-2.3897, 1.0720, 0.7726)
H (1.0218, 6.9851, 0.7790)